(1)
Here is an isolated molecule of C2H3N3 from the OMol25 dataset. Energies are from wB97M-V/def2-TZVPD.

Calculated values
Max |F| (eV Å⁻¹): 4.8
Relative energy (zero: lowest compared OMol25 entry of this formula, charge and spin) (eV): 0.950
Molar mass (Da): 69.07
Kohn-Sham gap (eV): 10.6
SMILES: c1nnc[nH]1
E_HOMO (eV): -9.95

Element x y z (Å)
C -0.084 -1.072 0.062
C -0.207 1.067 0.060
N -1.349 -0.699 0.051
N -1.425 0.695 -0.037
N 0.707 -0.030 0.006
H 0.225 -2.068 -0.006
H 0.372 2.066 0.071
H 1.761 0.041 -0.208

(2)
Here is an isolated molecule of C2H3N3O from the OMol25 dataset. Energies are from wB97M-V/def2-TZVPD.

Calculated values
Max |F| (eV Å⁻¹): 0.5
Relative energy (zero: lowest compared OMol25 entry of this formula, charge and spin) (eV): 2.017
Molar mass (Da): 85.07
Kohn-Sham gap (eV): 10.6
SMILES: OC1=NN=NC1
E_HOMO (eV): -10.18

Element x y z (Å)
O 1.759 0.375 -0.369
C 0.560 -0.124 -0.102
C -0.665 0.694 0.082
N -1.608 -0.330 0.521
N -1.065 -1.448 0.419
N 0.301 -1.374 0.031
H 2.372 -0.379 -0.420
H -0.602 1.571 0.731
H -1.053 1.014 -0.894

(3)
Here is an isolated molecule of C2H3N3O from the OMol25 dataset. Energies are from wB97M-V/def2-TZVPD.

Calculated values
Max |F| (eV Å⁻¹): 3.0
Relative energy (zero: lowest compared OMol25 entry of this formula, charge and spin) (eV): 3.380
Molar mass (Da): 85.07
Kohn-Sham gap (eV): 11.3
SMILES: Cc1nnon1
E_HOMO (eV): -11.25

Element x y z (Å)
C 1.286 -0.038 0.037
C -0.175 -0.065 -0.043
H 1.846 -0.689 -0.758
H 1.582 -0.176 1.192
H 1.571 1.016 -0.296
N -0.902 1.057 -0.108
N -2.142 0.717 0.040
N -0.929 -1.175 -0.088
O -2.139 -0.646 0.023

(4)
Here is an isolated molecule of C2H3N3O from the OMol25 dataset. Energies are from wB97M-V/def2-TZVPD.

Calculated values
Max |F| (eV Å⁻¹): 9.6
Relative energy (zero: lowest compared OMol25 entry of this formula, charge and spin) (eV): 4.588
Molar mass (Da): 85.07
Kohn-Sham gap (eV): 10.5
SMILES: On1ccnn1
E_HOMO (eV): -10.03

Element x y z (Å)
C -0.198 1.045 0.059
C -1.372 0.558 -0.020
H 2.148 -0.754 0.532
H 0.400 2.021 0.357
H -2.189 1.294 -0.137
N 0.574 0.044 -0.021
N -1.355 -0.776 -0.044
N -0.072 -1.112 0.074
O 1.879 0.091 -0.131

(5)
Here is an isolated molecule of C2H3N3O from the OMol25 dataset. Energies are from wB97M-V/def2-TZVPD.

Calculated values
Max |F| (eV Å⁻¹): 5.0
Relative energy (zero: lowest compared OMol25 entry of this formula, charge and spin) (eV): 3.150
Molar mass (Da): 85.07
Kohn-Sham gap (eV): 10.4
SMILES: [H]/N=c1/nc[nH]o1
E_HOMO (eV): -9.89

Element x y z (Å)
C -0.831 0.168 -0.098
C 1.340 0.630 0.022
H -2.218 -0.836 0.387
H 2.351 1.034 -0.141
H 1.849 -1.034 -0.408
N -2.086 0.191 0.070
N 0.214 1.216 -0.032
N 1.258 -0.730 0.252
O -0.092 -1.086 -0.176

(6)
Here is an isolated molecule of C2H3N3O from the OMol25 dataset. Energies are from wB97M-V/def2-TZVPD.

Calculated values
Max |F| (eV Å⁻¹): 0.9
Relative energy (zero: lowest compared OMol25 entry of this formula, charge and spin) (eV): 4.143
Molar mass (Da): 85.07
Kohn-Sham gap (alpha / beta) (eV): 8.6 / 8.6
SMILES: N=C=C(N)N=O
E_HOMO (alpha / beta) (eV): -8.87 / -8.87

Element x y z (Å)
N 0.926 0.994 1.050
C 0.229 0.259 0.075
N -0.638 0.963 -0.834
O -1.384 0.314 -1.534
N -0.415 -2.052 -0.550
C 0.029 -1.048 -0.023
H 0.638 1.967 1.007
H 1.930 0.920 0.943
H -1.315 -2.316 -0.134

(7)
Here is an isolated molecule of C2H3N3O from the OMol25 dataset. Energies are from wB97M-V/def2-TZVPD.

Calculated values
Max |F| (eV Å⁻¹): 1.8
Relative energy (zero: lowest compared OMol25 entry of this formula, charge and spin) (eV): 5.772
Molar mass (Da): 85.07
Kohn-Sham gap (eV): 8.3
E_HOMO (eV): -8.74

Element x y z (Å)
O 1.575 -0.845 0.238
C 0.793 0.990 -0.637
N -0.188 1.570 0.017
N -1.091 0.554 0.354
C -0.710 -0.625 -0.026
N 0.506 -0.436 -0.652
H 2.348 -0.483 -0.229
H -1.916 0.797 0.885
H -1.317 -1.522 0.051

(8)
Here is a cluster of 2 separate species, C2H3N3O in total from the OMol25 dataset. Energies are from wB97M-V/def2-TZVPD.

Calculated values
Max |F| (eV Å⁻¹): 1.1
Relative energy (zero: lowest compared OMol25 entry of this formula, charge and spin) (eV): 4.442
Molar mass (Da): 85.07
Kohn-Sham gap (alpha / beta) (eV): 9.1 / 9.1
E_HOMO (alpha / beta) (eV): -9.08 / -9.08

Element x y z (Å)
O -1.444 1.699 0.778
C -0.222 1.202 0.753
N 0.231 0.096 0.992
N 0.887 -0.948 0.781
C 0.487 -0.611 -1.946
N -0.274 0.251 -2.043
H -2.111 0.995 0.822
H 1.263 -1.272 1.676
H 1.184 -1.411 -1.814

(9)
Here is an isolated molecule of C2H3N3O from the OMol25 dataset. Energies are from wB97M-V/def2-TZVPD.

Calculated values
Max |F| (eV Å⁻¹): 2.3
Relative energy (zero: lowest compared OMol25 entry of this formula, charge and spin) (eV): 4.041
Molar mass (Da): 85.07
Kohn-Sham gap (eV): 9.5
SMILES: [H]/N=N/[C@]1(O)C=N1
E_HOMO (eV): -9.39

Element x y z (Å)
O -1.743 -0.249 -0.032
C -0.420 0.097 0.008
N 0.427 -1.069 -0.038
N 1.608 -0.858 0.290
N 0.194 1.436 0.847
C -0.074 1.415 -0.383
H -1.883 -1.110 0.391
H 2.097 -1.760 0.130
H -0.206 2.099 -1.214

(10)
Here is a cluster of 2 separate species, C2H3N3O in total from the OMol25 dataset. Energies are from wB97M-V/def2-TZVPD.

Calculated values
Max |F| (eV Å⁻¹): 2.9
Relative energy (zero: lowest compared OMol25 entry of this formula, charge and spin) (eV): 1.451
Molar mass (Da): 85.07
Kohn-Sham gap (eV): 10.4
SMILES: N=C=N.N=C=O
E_HOMO (eV): -9.68

Element x y z (Å)
C 0.320 0.700 1.185
C -0.586 -0.519 -1.688
N 1.413 0.321 1.657
N -0.405 -1.513 -1.044
N -0.662 0.952 0.495
O -0.803 0.597 -1.949
H 2.222 0.871 1.836
H 0.147 -2.355 -1.115
H -1.646 0.945 0.622

(11)
Here is a structure of composition C2H3N3O from the OMol25 dataset. Energies are from wB97M-V/def2-TZVPD.

Calculated values
Max |F| (eV Å⁻¹): 3.9
Relative energy (zero: lowest compared OMol25 entry of this formula, charge and spin) (eV): 1.664
Molar mass (Da): 85.07
Kohn-Sham gap (eV): 10.8
E_HOMO (eV): -9.91

Element x y z (Å)
C 0.319 -0.246 0.153
C -0.750 1.086 -0.980
H 0.997 -1.460 1.621
H -0.128 -2.110 0.497
H -1.329 1.797 -1.502
N 0.765 -1.534 0.529
N -0.554 -0.193 -0.897
N 0.693 0.893 0.685
O -0.013 1.766 -0.106

(12)
Here is an isolated molecule of C2H3N3O from the OMol25 dataset. Energies are from wB97M-V/def2-TZVPD.

Calculated values
Max |F| (eV Å⁻¹): 4.3
Relative energy (zero: lowest compared OMol25 entry of this formula, charge and spin) (eV): 5.440
Molar mass (Da): 85.07
Kohn-Sham gap (alpha / beta) (eV): 8.5 / 8.5
SMILES: [O-]/[NH+]=C/C1N=N1
E_HOMO (alpha / beta) (eV): -8.76 / -8.76

Element x y z (Å)
C -0.706 0.742 -0.089
C 0.214 -0.407 -0.346
N -1.069 1.548 -1.260
N -1.828 0.660 -1.012
N 1.002 -0.816 0.684
O 1.751 -1.836 0.991
H -0.937 1.242 0.834
H 0.413 -0.937 -1.296
H 1.161 -0.197 1.494

(13)
Here is a structure of composition C2H3N3O from the OMol25 dataset. Energies are from wB97M-V/def2-TZVPD.

Calculated values
Max |F| (eV Å⁻¹): 0.8
Relative energy (zero: lowest compared OMol25 entry of this formula, charge and spin) (eV): 5.231
Molar mass (Da): 85.07
Kohn-Sham gap (eV): 8.8
E_HOMO (eV): -8.76

Element x y z (Å)
O -1.732 -0.584 -0.322
C -0.475 -0.473 0.051
N 0.433 -1.191 0.517
C 1.128 -0.172 -0.365
N 1.133 1.125 0.010
N -0.100 1.364 0.320
H -1.955 -1.529 -0.378
H 1.890 -0.584 -1.013
H -0.155 2.064 1.073

(14)
Here is an isolated molecule of C2H3N3O from the OMol25 dataset. Energies are from wB97M-V/def2-TZVPD.

Calculated values
Max |F| (eV Å⁻¹): 13.3
Relative energy (zero: lowest compared OMol25 entry of this formula, charge and spin) (eV): 4.630
Molar mass (Da): 85.07
Kohn-Sham gap (alpha / beta) (eV): 5.5 / 7.0
Multiplicity: 3
E_HOMO (alpha / beta) (eV): -4.76 / -10.86

Element x y z (Å)
C 1.963 0.021 -0.018
C -1.157 -0.436 -0.190
N 2.909 -0.365 0.491
N 1.024 0.686 -0.733
N -1.442 0.014 0.918
O -0.050 -0.090 -0.955
H -1.754 -1.269 -0.738
H 0.759 1.553 -0.199
H -2.252 -0.113 1.425

(15)
Here is a cluster of 2 separate species, C2H3N3O2 in total from the OMol25 dataset. Energies are from wB97M-V/def2-TZVPD.

Calculated values
Max |F| (eV Å⁻¹): 5.0
Relative energy (zero: lowest compared OMol25 entry of this formula, charge and spin) (eV): 7.016
Molar mass (Da): 101.06
Kohn-Sham gap (alpha / beta) (eV): 9.2 / 9.2
E_HOMO (alpha / beta) (eV): -10.89 / -10.88

Element x y z (Å)
C -0.128 -1.606 -0.134
C -0.294 -0.383 0.556
N 0.330 -2.511 -0.672
N 1.364 0.815 0.080
N -1.182 0.727 -0.096
O -1.540 0.523 -1.212
O -1.447 1.611 0.664
H -0.323 -0.391 1.668
H 2.223 0.344 0.044
H 0.998 0.870 -0.899

(16)
Here is a structure of composition C2H3N3O2 from the OMol25 dataset. Energies are from wB97M-V/def2-TZVPD.

Calculated values
Max |F| (eV Å⁻¹): 4.7
Relative energy (zero: lowest compared OMol25 entry of this formula, charge and spin) (eV): 6.402
Molar mass (Da): 101.06
Kohn-Sham gap (eV): 10.2
E_HOMO (eV): -10.24

Element x y z (Å)
C 0.532 0.552 1.378
C -0.511 -0.128 -1.724
H 1.294 1.534 0.991
H 1.231 -0.080 2.196
H -0.791 0.799 1.401
N 0.598 -0.567 0.213
N -0.805 -1.338 0.192
N -1.234 -1.339 -0.901
O -0.786 0.252 -2.805
O 0.474 0.316 -0.940

(17)
Here is a cluster of 2 separate species, C2H3N3O2 in total from the OMol25 dataset. Energies are from wB97M-V/def2-TZVPD.

Calculated values
Max |F| (eV Å⁻¹): 1.4
Relative energy (zero: lowest compared OMol25 entry of this formula, charge and spin) (eV): 3.547
Molar mass (Da): 101.06
Kohn-Sham gap (eV): 8.8
E_HOMO (eV): -9.58

Element x y z (Å)
N -1.931 -0.016 0.008
C -0.572 -0.102 -0.056
N -0.179 -1.384 0.621
O 0.998 -1.492 0.791
C 3.151 0.168 -0.230
O 3.176 0.869 0.666
N 0.307 0.665 -0.541
H -2.422 0.646 -0.570
H -2.430 -0.847 0.288
H -0.098 1.493 -0.977

(18)
Here is an isolated molecule of C2H3N3O2 from the OMol25 dataset. Energies are from wB97M-V/def2-TZVPD.

Calculated values
Max |F| (eV Å⁻¹): 5.7
Relative energy (zero: lowest compared OMol25 entry of this formula, charge and spin) (eV): 8.683
Molar mass (Da): 101.06
Kohn-Sham gap (alpha / beta) (eV): 7.0 / 7.0
SMILES: [H]/N=[N+]([O-])/C=C\N=O
E_HOMO (alpha / beta) (eV): -8.48 / -8.48

Element x y z (Å)
C 0.596 0.749 0.478
C 0.653 -0.604 0.782
N -1.014 0.090 -0.841
N -0.306 1.047 -0.473
N 0.012 -1.525 0.274
O -0.308 2.159 -1.064
O -0.558 -2.510 -0.097
H 1.251 1.345 0.915
H 1.130 -0.878 1.737
H -1.456 0.127 -1.710

(19)
Here is an isolated molecule of C2H3N3O2 from the OMol25 dataset. Energies are from wB97M-V/def2-TZVPD.

Calculated values
Max |F| (eV Å⁻¹): 3.4
Relative energy (zero: lowest compared OMol25 entry of this formula, charge and spin) (eV): 9.698
Molar mass (Da): 101.06
Kohn-Sham gap (alpha / beta) (eV): 6.2 / 8.1
E_HOMO (alpha / beta) (eV): -7.95 / -9.27

Element x y z (Å)
C 1.706 0.499 0.077
C -1.157 -0.071 0.310
N 1.241 -0.674 0.273
N -0.077 -1.089 0.489
N -0.894 1.111 -0.326
O 2.523 1.318 -0.025
O 0.616 -1.517 -0.693
H -1.931 -0.695 -0.170
H -1.463 0.115 1.348
H -0.564 1.002 -1.284

(20)
Here is an isolated molecule of C2H3N3O2 from the OMol25 dataset. Energies are from wB97M-V/def2-TZVPD.

Calculated values
Max |F| (eV Å⁻¹): 5.9
Relative energy (zero: lowest compared OMol25 entry of this formula, charge and spin) (eV): 4.316
Molar mass (Da): 101.06
Kohn-Sham gap (eV): 8.8
SMILES: O=c1[nH]cnn1O
E_HOMO (eV): -8.28

Element x y z (Å)
C 0.592 -1.124 0.716
C -0.456 0.081 -0.928
N 0.969 0.038 1.098
N -0.349 -1.133 -0.414
N 0.523 0.979 0.300
O -0.972 0.684 -1.813
O 0.007 2.145 0.785
H 1.019 -2.011 0.891
H -0.566 -2.018 -0.847
H -0.767 2.360 0.212